Molecular formula: C33H32N
Method: DFT, the ωB97M-V functional and the def2-TZVPD basis

The LUMO energy comes out at -5.61 eV. The value obtained for the energy relative to the best compared isomer or geometry (same formula, charge and spin) is 79.9 kJ/mol.

The geometry in ORCA input format:
```
! RIJCOSX wB97M-V def2-TZVPD def2/J DEFGRID3
* xyz 1 1
C 4.06981 -1.64741 2.52860
C 3.36457 -0.77487 1.69091
C 1.97178 -0.76907 1.69118
C 1.25166 -1.60467 2.58972
C -0.16905 -1.50902 2.80151
C -0.91299 -0.34320 2.69844
N -2.25912 -0.38627 2.74691
C -2.96054 -1.64418 2.72178
C -4.43859 -1.29753 2.89815
C -4.53714 0.23565 2.96225
C -3.10666 0.78216 2.89027
C -0.28396 1.00874 2.65489
C 0.62007 1.32806 3.66786
C 1.27103 2.56094 3.69076
C 1.00002 3.50686 2.69567
C 0.08755 3.19904 1.68252
C -0.57500 1.96821 1.67092
C 1.98025 -2.58291 3.30790
C 3.36955 -2.55630 3.33078
H 5.15880 -1.65056 2.52533
H 3.90072 -0.09287 1.03016
H 1.41927 -0.10735 1.02296
H -0.68560 -2.44587 3.00530
H -2.78732 -2.17233 1.77223
H -2.62613 -2.31144 3.53098
H -5.01435 -1.69848 2.05879
H -4.80507 -1.74035 3.82992
H -5.11092 0.62726 2.11561
H -5.00441 0.56943 3.89382
H -2.85587 1.37612 3.78600
H -3.00770 1.46307 2.03505
H 0.78766 0.58307 4.44556
H 1.99377 2.77864 4.48064
H 1.50279 4.47374 2.72024
H -0.11615 3.91741 0.88749
H -1.29827 1.74360 0.88706
H 1.41155 -3.31132 3.89118
H 3.90414 -3.25128 3.97900
C -0.02194 2.21914 7.26322
C -0.89604 2.89400 8.17030
C -1.48732 4.13628 7.79592
C -2.32593 4.82746 8.65989
C -2.61492 4.31511 9.93610
C -2.04273 3.09322 10.32750
C -1.19336 2.39447 9.47176
C 0.53452 0.95644 7.46069
C 1.57664 0.42232 6.70342
C 2.24244 -0.80342 7.03372
C 3.60181 -1.01895 6.67360
C 4.28911 -2.14185 7.12153
C 3.63718 -3.11449 7.89524
C 2.28766 -2.93229 8.23289
C 1.59616 -1.80387 7.80502
H 0.20921 2.74335 6.33342
H -1.25237 4.53768 6.80834
H -2.76841 5.77290 8.34660
H -3.27796 4.85593 10.61377
H -2.26913 2.68809 11.31335
H -0.72961 1.46385 9.80143
H 0.14713 0.35704 8.28712
H 2.02051 1.03074 5.90999
H 4.10061 -0.26580 6.06152
H 5.34507 -2.26042 6.87730
H 4.18123 -3.99222 8.24976
H 1.77924 -3.67383 8.84943
H 0.54304 -1.66666 8.06109
*
```

Charge distribution, Löwdin scheme, values in e: -0.103, -0.082, -0.035, -0.238, -0.018, -0.196, -0.082, -0.163, -0.147, -0.146, -0.149, -0.181, -0.049, -0.087, -0.075, -0.060, -0.032, -0.051, -0.109, 0.098, 0.105, 0.115, 0.094, 0.134, 0.115, 0.110, 0.108, 0.110, 0.107, 0.124, 0.101, 0.092, 0.098, 0.107, 0.111, 0.121, 0.110, 0.097, 0.067, -0.200, 0.000, -0.050, -0.024, -0.048, 0.004, -0.042, 0.046, -0.201, 0.002, -0.053, -0.028, -0.049, -0.005, 0.120, 0.124, 0.117, 0.121, 0.117, 0.114, 0.104, 0.110, 0.127, 0.119, 0.121, 0.116, 0.117